[1]
C23H24FNO3 | ωB97M-V with the def2-TZVPD basis set

The HOMO energy comes out at -8.0 eV. The total energy comes out at -1271.15683 hartree. As for the SMILES: COc1ccc(CNC[C@](O)(c2ccccc2)c2ccc(F)cc2)cc1OC. As for the frontier orbital gap: 8.69 eV. The calculation puts the LUMO energy at 0.708 eV. The energy above the lowest of the compared OMol25 structures with the same formula, charge and spin is 0.00 kcal per mole.

Geometry as ORCA input:
```
! RIJCOSX wB97M-V def2-TZVPD def2/J DEFGRID3
* xyz 0 1
C 3.7872 0.5407 -3.1942
O 3.7228 0.4851 -1.7928
C 2.9309 -0.4627 -1.2191
C 2.1765 -1.3962 -1.9041
C 1.3920 -2.3136 -1.2154
C 1.3517 -2.3110 0.1646
C 0.4179 -3.2136 0.9314
N -0.7545 -2.5109 1.4376
C -1.6138 -1.9650 0.3967
C -2.1343 -0.5699 0.7939
O -2.5931 -0.6108 2.1362
C -3.2511 -0.0741 -0.1195
C -3.4762 -0.5686 -1.3968
C -4.4965 -0.0497 -2.1767
C -5.3010 0.9666 -1.6935
C -5.0801 1.4665 -0.4214
C -4.0612 0.9508 0.3565
C -1.0012 0.4442 0.7146
C -0.5193 1.0584 1.8618
C 0.4848 2.0079 1.7875
C 1.0077 2.3309 0.5502
F 1.9654 3.2753 0.4695
C 0.5544 1.7238 -0.6071
C -0.4530 0.7830 -0.5177
C 2.1156 -1.3748 0.8608
C 2.9061 -0.4590 0.1948
O 3.6880 0.4813 0.7892
C 3.7404 0.5183 2.1920
H 4.4581 1.3667 -3.4246
H 4.1939 -0.3841 -3.6181
H 2.8052 0.7388 -3.6383
H 2.1860 -1.4241 -2.9821
H 0.8208 -3.0413 -1.7739
H 0.0666 -4.0299 0.2947
H 0.9282 -3.6460 1.7964
H -0.4559 -1.7585 2.0515
H -2.4671 -2.6465 0.2677
H -1.0817 -1.8877 -0.5584
H -3.1724 -1.3744 2.2297
H -2.8643 -1.3623 -1.7969
H -4.6618 -0.4446 -3.1686
H -6.0950 1.3676 -2.3058
H -5.7012 2.2613 -0.0354
H -3.8824 1.3337 1.3502
H -0.9503 0.8011 2.8164
H 0.8505 2.5054 2.6728
H 0.9841 1.9997 -1.5564
H -0.8255 0.3206 -1.4191
H 2.0802 -1.3811 1.9396
H 4.4060 1.3443 2.4372
H 4.1473 -0.4118 2.6042
H 2.7538 0.7071 2.6284
*
```

Löwdin atomic charge list, values in e, 5 entries: -0.09 -0.07 -0.22 -0.02 -0.06

=====

[2]
C12H11N10O3STi | ωB97M-V with the def2-TZVPD basis set

The HOMO energy comes out at -5.7 eV. The total energy comes out at -2485.02129 hartree. As for the frontier orbital gap: 7.91 eV. The calculation puts the LUMO energy at 2.180 eV.

Geometry as ORCA input:
```
! RIJCOSX wB97M-V def2-TZVPD def2/J DEFGRID3
* xyz -1 1
Ti 0.1061 -0.1482 0.0226
O -1.9819 2.0719 0.3377
C -2.1093 1.1019 -0.3627
O -1.1254 0.6112 -1.1483
C -3.3170 0.2236 -0.4039
C -4.5483 0.6507 -0.8688
C -5.6200 -0.2293 -0.9007
C -5.4473 -1.5321 -0.4483
C -4.2192 -1.9507 0.0393
C -3.1321 -1.0785 0.0648
S -1.6078 -1.5906 0.8034
H -4.6660 1.6742 -1.2033
H -6.5815 0.1031 -1.2696
H -6.2812 -2.2229 -0.4675
H -4.0825 -2.9562 0.4171
N 4.4909 0.0498 -0.8665
C 3.6233 -0.9298 -0.4816
O 3.7225 -1.5038 0.5879
C 2.5754 -1.3176 -1.5066
C 1.2215 -1.6026 -0.8767
H 5.0893 0.4109 -0.1406
H 4.1868 0.7195 -1.5559
H 2.9561 -2.2365 -1.9693
H 2.4972 -0.5585 -2.2849
H 1.3319 -2.3404 -0.0723
H 0.5364 -2.0180 -1.6238
N 2.3461 1.9877 1.8108
C 1.6684 1.0138 2.4975
N 1.8418 0.7855 3.7774
N 1.0017 -0.2425 4.0497
N 0.3623 -0.6063 3.0096
N 0.7559 0.1865 1.9603
C 2.3168 2.1090 0.4508
N 3.0505 2.9544 -0.2458
N 2.6859 2.7217 -1.5280
N 1.7884 1.8075 -1.5960
N 1.5317 1.3687 -0.3315
H 3.0322 2.5131 2.3236
*
```

Löwdin atomic charge list, values in e, 5 entries: 0.90 0.13 -0.59 -0.17 -0.17

=====

[3]
C5H6O | ωB97M-V with the def2-TZVPD basis set

The HOMO energy comes out at -10.4 eV. The total energy comes out at -269.20186 hartree. As for the frontier orbital gap: 9.64 eV. The calculation puts the LUMO energy at -0.798 eV. The energy above the lowest of the compared OMol25 structures with the same formula, charge and spin is 90.60 kcal per mole.

Geometry as ORCA input:
```
! RIJCOSX wB97M-V def2-TZVPD def2/J DEFGRID3
* xyz 0 1
C 0.6908 0.8883 1.0207
C -0.6343 0.4811 0.3785
C -0.4211 -0.1276 -1.0052
C -0.5926 0.4974 -2.1358
C 0.0076 -1.5798 -1.0495
O 1.1274 -1.9481 -1.2808
H 1.3950 0.0525 1.0510
H 1.1602 1.6932 0.4509
H 0.5377 1.2394 2.0473
H -1.3051 1.3434 0.3305
H -1.1433 -0.2579 1.0072
H -0.8221 -2.2819 -0.8149
*
```

Löwdin atomic charge list, values in e, 5 entries: -0.09 -0.22 -0.39 0.27 -0.24

=====

[4]
C16H26Cl3CsF3N3O3Si2 | ωB97M-V with the def2-TZVPD basis set

The HOMO energy comes out at -1.6 eV. The total energy comes out at -3294.90225 hartree. As for the frontier orbital gap: 5.33 eV. The calculation puts the LUMO energy at 3.752 eV. The energy above the lowest of the compared OMol25 structures with the same formula, charge and spin is 18.30 kcal per mole.

Geometry as ORCA input:
```
! RIJCOSX wB97M-V def2-TZVPD def2/J DEFGRID3
* xyz -2 1
Cs 2.7615 -0.4598 1.0513
C 0.6244 -4.4228 -1.6516
N -0.6675 -3.9440 -1.1703
C -1.8521 -4.6538 -1.5916
C -0.5801 -2.7481 -0.4673
O 0.5471 -2.2690 -0.3509
N -1.6818 -2.1058 0.0233
C -3.0083 -2.6007 0.3020
C -1.5098 -0.7532 0.5334
H 0.4657 -5.3213 -2.2456
H 1.2944 -4.6599 -0.8244
H 1.1192 -3.6695 -2.2647
H -1.5476 -5.4530 -2.2646
H -2.5471 -4.0110 -2.1406
H -2.3879 -5.1322 -0.7682
H -3.1720 -3.6197 -0.0091
H -3.7535 -1.9656 -0.1884
H -3.1964 -2.5514 1.3814
H -0.5668 -0.3150 0.2403
H -1.5789 -0.7478 1.6271
H -2.2939 -0.1146 0.1218
C 0.3230 4.8384 0.2851
Si -0.4267 3.1470 0.7364
C 0.3388 2.6198 2.3732
C -2.2645 3.4951 1.1231
N -0.1651 1.9121 -0.3806
C -0.5713 1.8479 -1.6564
C -1.3508 2.8355 -2.3324
C -1.7672 2.6883 -3.6416
C -1.4468 1.5571 -4.3865
C -0.6792 0.5743 -3.7619
C -0.2568 0.7070 -2.4559
H 0.2076 5.5495 1.1088
H -0.1491 5.2651 -0.6026
H 1.3893 4.7368 0.0717
H 0.0902 3.2843 3.2034
H 1.4269 2.5706 2.3081
H -0.0207 1.6177 2.6228
H -2.3643 4.2233 1.9338
H -2.7662 2.5744 1.4329
H -2.7967 3.8806 0.2507
H -1.6287 3.7371 -1.7961
H -2.3577 3.4817 -4.0936
H -1.7690 1.4491 -5.4151
H -0.3947 -0.3183 -4.3122
H 0.3474 -0.0724 -2.0032
Cl 7.2705 -2.3683 -0.6004
Si 5.7400 -0.9426 -1.2961
Cl 6.4626 -0.7557 -3.3590
Cl 6.6397 0.8899 -0.4617
F 1.4494 0.5688 5.9883
C 2.3224 -0.4216 5.7026
F 1.8980 -1.5014 6.3830
F 3.4914 -0.0681 6.2623
C 2.4188 -0.6542 4.1562
O 3.2010 0.1091 3.5704
O 1.6899 -1.5400 3.6989
*
```

Löwdin atomic charge list, values in e, 5 entries: 0.98 -0.05 -0.12 -0.09 -0.48

=====

[5]
C4H10N2 | ωB97M-V with the def2-TZVPD basis set

The HOMO energy comes out at -9.2 eV. The total energy comes out at -267.85841 hartree. As for the frontier orbital gap: 10.26 eV. The calculation puts the LUMO energy at 1.087 eV. The energy above the lowest of the compared OMol25 structures with the same formula, charge and spin is 41.99 kcal per mole.

Geometry as ORCA input:
```
! RIJCOSX wB97M-V def2-TZVPD def2/J DEFGRID3
* xyz 0 1
C -1.3555 -0.6901 -0.2433
C -0.0297 -0.2641 0.3854
C 0.6597 1.0667 -0.1232
C 1.9215 0.1766 -0.0577
H -2.5120 0.3568 0.9384
H -2.0181 1.1295 -0.4030
H -1.1938 -0.7601 -1.3690
H -1.6952 -1.6565 0.1315
H -0.0241 -0.2638 1.5394
H 0.4394 1.1946 -1.2009
H 0.5579 1.9369 0.4576
H 2.6469 0.1767 -0.9289
H 2.5844 0.1786 0.8495
H 1.3815 -1.8420 0.3282
N -2.4683 0.2636 -0.0775
N 1.1053 -1.0034 -0.2265
*
```

Löwdin atomic charge list, values in e, 5 entries: -0.28 -0.36 -0.10 -0.26 0.06